A 2-piece molecular cluster, CH6N2O3S overall in a non-equilibrium geometry, computed with ωB97M-V with the def2-TZVPD basis set.

Last column: natural (NBO) charge in e.
Atoms and positions in Å:
C  1.811  0.662  -0.588  -0.009
N  1.319  -0.754  1.116  -0.422
N  -0.863  -1.190  -0.552  -1.072
O  -1.070  1.511  -0.054  -0.945
O  -2.807  -0.166  0.786  -0.932
O  1.610  0.454  0.681  -0.216
S  -1.320  -0.152  0.676  1.635
H  1.768  1.696  -0.815  0.177
H  1.302  -0.004  -1.251  0.159
H  1.430  -0.765  2.122  0.322
H  -1.893  1.838  -0.452  0.482
H  -1.329  -1.571  -1.301  0.403
H  0.041  -1.559  -0.369  0.417

- Multiplicity: 1
- Calculated total energy: -21086.3992 eV
- ΔE to the lowest compared entry with this formula, charge and spin: 118.4 kcal per mole
- HOMO-LUMO gap (alpha / beta): 8.432 / 9.228 eV
- LUMO (alpha / beta): -0.2975 / -0.0269 eV
- Largest force on an atom: 4.0 eV/Å

C4H6O2 as an isolated structure in a non-equilibrium geometry, computed with ωB97M-V with the def2-TZVPD basis set.

Last column: natural (NBO) charge in e.
Atoms and positions in Å:
C  1.345  0.245  1.832  -0.121
C  0.455  -0.535  -0.652  0.043
C  0.847  -0.538  0.745  0.485
C  -1.034  -0.185  -0.974  -0.632
O  2.527  -0.051  1.070  -0.613
O  0.547  -1.646  0.188  -0.395
H  0.951  1.236  1.832  0.180
H  1.297  -0.202  2.819  0.186
H  1.249  -0.482  -1.461  0.213
H  -1.358  -0.569  -2.042  0.219
H  -1.052  0.842  -0.947  0.215
H  -1.687  -0.528  -0.212  0.221

- Multiplicity: 1
- Calculated total energy: -8335.8829 eV
- ΔE to the lowest compared entry with this formula, charge and spin: 105.6 kcal per mole
- HOMO-LUMO gap: 10.537 eV
- LUMO: 0.8736 eV
- Largest force on an atom: 4.7 eV/Å

C22H20Cl2N4NiO5PTe as an isolated structure in a non-equilibrium geometry, computed with ωB97M-V with the def2-TZVPD basis set.

Last column: natural (NBO) charge in e.
Atoms and positions in Å:
Ni  0.641  0.558  0.640  1.072
Cl  2.431  -2.067  6.598  -0.025
C  1.686  -1.057  5.391  -0.093
C  2.030  -1.248  4.060  -0.269
C  1.453  -0.451  3.080  0.196
N  1.744  -0.486  1.716  -0.640
C  2.717  -1.230  1.183  0.603
O  3.369  -2.135  1.701  -0.660
C  3.068  -0.747  -0.194  0.153
C  4.093  -1.346  -0.909  -0.226
C  4.513  -0.748  -2.084  -0.169
C  3.898  0.427  -2.488  -0.274
C  2.850  0.928  -1.730  0.044
N  2.429  0.345  -0.611  -0.464
C  0.505  0.527  3.413  0.135
C  0.189  0.718  4.757  -0.265
C  0.773  -0.076  5.733  -0.059
Cl  0.331  0.198  7.395  -0.024
N  -0.098  1.148  2.318  -0.693
C  -0.992  2.144  2.540  0.639
O  -1.004  2.901  3.507  -0.645
C  -2.136  2.291  1.564  0.132
C  -2.596  3.566  1.258  -0.225
C  -3.706  3.694  0.447  -0.177
C  -4.340  2.543  0.006  -0.266
C  -3.823  1.317  0.393  0.047
N  -2.739  1.179  1.150  -0.408
H  2.742  -2.010  3.789  0.262
H  4.545  -2.239  -0.502  0.247
H  5.319  -1.178  -2.666  0.211
H  4.209  0.948  -3.383  0.217
H  2.310  1.816  -2.030  0.227
H  -0.507  1.485  5.052  0.258
H  -2.072  4.420  1.664  0.230
H  -4.080  4.672  0.168  0.205
H  -5.217  2.590  -0.627  0.208
H  -4.292  0.397  0.064  0.186
C  1.180  -0.292  -4.650  -0.634
C  0.814  -1.282  -3.567  -0.064
O  -0.544  -1.076  -3.151  -0.841
P  -0.837  -0.416  -1.705  2.057
O  -0.028  -1.094  -0.663  -1.189
Te  -0.554  1.938  -1.481  -0.504
O  -2.398  -0.745  -1.620  -0.837
C  -2.791  -2.117  -1.448  -0.064
C  -3.841  -2.454  -2.482  -0.623
H  2.180  -0.507  -5.031  0.203
H  1.164  0.725  -4.257  0.223
H  0.469  -0.356  -5.475  0.208
H  1.478  -1.206  -2.705  0.196
H  0.869  -2.308  -3.935  0.176
H  -3.175  -2.215  -0.432  0.187
H  -1.922  -2.771  -1.539  0.189
H  -4.697  -1.785  -2.390  0.207
H  -4.187  -3.481  -2.347  0.204
H  -3.427  -2.352  -3.485  0.214

- Multiplicity: 1
- Total charge: -1
- Calculated total energy: -122013.0190 eV
- ΔE to the lowest compared entry with this formula, charge and spin: 27.6 kcal per mole
- HOMO-LUMO gap (alpha / beta): 6.637 / 6.636 eV
- LUMO (alpha / beta): 2.2919 / 2.2920 eV
- Largest force on an atom: 1.1 eV/Å

C22H35N3O2 in the gas phase, computed with ωB97M-V with the def2-TZVPD basis set.

Last column: natural (NBO) charge in e.
Atoms and positions in Å:
C  7.159  -0.531  2.911  -0.250
O  6.067  0.000  3.615  -0.497
C  4.805  -0.369  3.226  0.277
C  3.771  0.210  3.986  -0.238
C  2.449  -0.062  3.728  -0.236
C  2.159  -0.933  2.685  0.102
N  0.969  -1.388  2.198  -0.531
C  1.201  -2.223  1.132  0.164
C  0.015  -2.762  0.400  -0.236
N  -0.873  -1.648  0.105  -0.464
C  -2.218  -2.021  -0.279  -0.239
C  -3.065  -0.741  -0.310  -0.214
N  -2.547  0.282  -1.194  -0.466
C  -2.862  0.103  -2.602  -0.210
C  -3.048  1.437  -3.333  -0.398
C  -4.357  2.161  -2.996  -0.211
C  -4.620  3.265  -4.020  -0.598
C  -4.325  2.751  -1.590  -0.612
C  -1.136  0.543  -0.934  -0.038
C  -0.968  1.319  0.379  -0.431
C  0.342  2.111  0.425  -0.055
O  0.567  2.710  1.678  -0.714
C  -0.317  -0.756  -0.895  -0.249
C  2.549  -2.330  0.918  -0.110
C  3.259  -3.130  -0.122  -0.626
C  3.184  -1.517  1.908  -0.006
C  4.523  -1.231  2.186  -0.314
H  8.047  -0.113  3.383  0.198
H  7.193  -1.624  2.984  0.172
H  7.140  -0.239  1.856  0.173
H  4.054  0.879  4.783  0.223
H  1.665  0.383  4.324  0.212
H  0.048  -1.139  2.515  0.418
H  -0.530  -3.465  1.039  0.209
H  0.334  -3.304  -0.506  0.182
H  -2.243  -2.517  -1.267  0.161
H  -2.625  -2.712  0.462  0.202
H  -3.089  -0.324  0.701  0.197
H  -4.090  -0.978  -0.602  0.203
H  -2.085  -0.476  -3.128  0.170
H  -3.793  -0.464  -2.675  0.195
H  -3.032  1.228  -4.406  0.203
H  -2.209  2.098  -3.112  0.196
H  -5.177  1.436  -3.054  0.186
H  -3.809  3.991  -4.010  0.200
H  -4.699  2.854  -5.025  0.203
H  -5.547  3.785  -3.789  0.207
H  -4.120  1.973  -0.862  0.231
H  -5.279  3.219  -1.354  0.200
H  -3.545  3.505  -1.518  0.197
H  -0.762  1.167  -1.752  0.204
H  -0.986  0.614  1.212  0.198
H  -1.804  2.009  0.493  0.221
H  0.305  2.937  -0.290  0.174
H  1.188  1.463  0.160  0.155
H  0.727  2.016  2.328  0.463
H  -0.316  -1.231  -1.894  0.169
H  0.719  -0.536  -0.633  0.218
H  2.557  -3.541  -0.843  0.214
H  3.978  -2.506  -0.652  0.214
H  3.804  -3.955  0.336  0.216
H  5.299  -1.685  1.590  0.216

- Multiplicity: 1
- Calculated total energy: -31947.2539 eV
- ΔE to the lowest compared entry with this formula, charge and spin: 81.1 kcal per mole
- HOMO-LUMO gap: 8.502 eV
- LUMO: 0.7488 eV
- Largest force on an atom: 0.6 eV/Å

A 2-piece molecular cluster, C4H5NO2 overall in a non-equilibrium geometry, computed with ωB97M-V with the def2-TZVPD basis set.

Last column: natural (NBO) charge in e.
Atoms and positions in Å:
N  2.353  -2.046  0.996  -0.296
C  1.258  -1.708  0.947  0.213
C  -0.172  -1.323  0.953  0.301
O  -0.428  -0.463  -0.103  -0.781
O  -0.547  -0.819  2.208  -0.684
H  -0.779  -2.226  0.812  0.207
H  0.087  0.554  -0.394  0.514
H  -0.029  -0.028  2.406  0.475
C  -0.404  1.506  -1.592  -0.419
C  -0.212  2.536  -2.188  -0.117
H  -1.044  0.585  -1.304  0.348
H  -0.084  3.432  -2.740  0.240

- Multiplicity: 1
- Calculated total energy: -9809.1908 eV
- ΔE to the lowest compared entry with this formula, charge and spin: 118.2 kcal per mole
- HOMO-LUMO gap: 11.519 eV
- LUMO: 0.2170 eV
- Largest force on an atom: 4.4 eV/Å

C34H34N9O2Zr as an isolated structure, computed with ωB97M-V with the def2-TZVPD basis set.

Last column: Löwdin charge in e.
Atoms and positions in Å:
Zr  0.478  -0.219  -0.279  1.800
C  -1.842  -4.206  0.695  -0.002
C  -0.887  -3.175  0.203  -0.240
N  -0.703  -2.023  0.737  -0.067
N  -1.385  -1.733  1.903  0.078
C  -0.893  -0.620  2.377  -0.449
O  0.083  0.012  1.788  -0.225
C  -1.494  -0.001  3.573  -0.159
C  -0.939  1.164  4.094  -0.015
C  -1.511  1.762  5.206  -0.066
C  -2.633  1.199  5.797  -0.071
C  -3.189  0.037  5.278  -0.070
C  -2.622  -0.565  4.169  -0.024
C  0.027  -3.471  -0.924  -0.206
C  -0.056  -4.642  -1.661  0.012
C  0.921  -4.903  -2.611  -0.018
C  1.947  -3.994  -2.782  -0.009
C  1.937  -2.832  -2.026  -0.132
N  0.997  -2.561  -1.124  0.027
H  -2.241  -3.927  1.664  0.074
H  -1.358  -5.180  0.756  0.093
H  -2.669  -4.297  -0.014  0.105
H  -0.064  1.593  3.624  0.116
H  -1.079  2.665  5.615  0.108
H  -3.077  1.664  6.667  0.108
H  -4.062  -0.400  5.741  0.107
H  -3.043  -1.471  3.756  0.109
H  -0.862  -5.341  -1.492  0.117
H  0.880  -5.809  -3.200  0.122
H  2.741  -4.159  -3.495  0.123
H  2.710  -2.088  -2.150  0.109
C  4.795  -3.945  0.827  -0.070
C  5.360  -3.000  -0.019  -0.063
C  4.733  -1.781  -0.227  -0.032
C  3.528  -1.538  0.415  -0.281
C  2.951  -2.468  1.266  -0.040
C  3.597  -3.678  1.476  -0.062
N  2.808  -0.313  0.210  -0.055
N  3.521  0.698  0.065  0.129
C  2.788  1.909  -0.025  -0.294
C  3.552  3.071  0.024  -0.014
C  2.892  4.285  0.116  -0.071
C  1.505  4.298  0.178  -0.072
C  0.769  3.116  0.101  -0.121
C  1.388  1.875  -0.030  -0.195
H  5.296  -4.890  0.986  0.109
H  6.297  -3.209  -0.518  0.111
H  5.162  -1.034  -0.881  0.115
H  2.018  -2.245  1.773  0.105
H  3.167  -4.406  2.150  0.110
H  4.631  3.006  0.015  0.115
H  3.450  5.209  0.168  0.108
H  0.986  5.242  0.297  0.106
H  -0.312  3.181  0.159  0.088
C  -1.474  4.403  -2.832  -0.147
C  -0.681  3.279  -3.463  -0.149
N  -0.678  2.143  -2.559  0.088
C  -1.636  1.856  -1.672  -0.373
N  -1.467  0.789  -0.873  -0.067
C  -2.607  0.437  -0.008  -0.222
C  -3.936  0.838  -0.610  -0.146
C  -3.906  2.327  -0.841  -0.141
N  -2.713  2.668  -1.611  -0.024
C  -2.833  3.866  -2.442  -0.136
H  -1.585  5.235  -3.525  0.125
H  -0.951  4.768  -1.946  0.112
H  0.355  3.571  -3.635  0.130
H  -1.114  2.998  -4.428  0.127
H  0.077  1.469  -2.615  0.059
H  -2.500  0.912  0.976  0.121
H  -2.596  -0.636  0.163  0.092
H  -4.749  0.570  0.065  0.126
H  -4.098  0.314  -1.556  0.128
H  -3.901  2.872  0.109  0.135
H  -4.770  2.667  -1.414  0.129
H  -3.385  4.603  -1.855  0.131
H  -3.435  3.638  -3.328  0.136
O  1.406  -0.844  -4.610  0.132
C  1.195  -0.479  -3.515  -0.482
N  0.987  -0.124  -2.391  -0.062

- Multiplicity: 1
- Total charge: +1
- Calculated total energy: -54595.2571 eV
- ΔE to the lowest compared entry with this formula, charge and spin: 5.2 kcal per mole
- HOMO-LUMO gap: 7.531 eV
- LUMO: -3.4982 eV
- Largest force on an atom: 0.5 eV/Å